The following is a quantum chemistry calculation of a cluster of 11 separate species, C58H123F18N11P3 in total at a distorted geometry, from the OMol25 dataset.

```
! wB97M-V def2-TZVPD RIJCOSX def2/J DEFGRID3
* xyz 5 1
C 22.58625 0.40339 -1.52078
C 22.09846 1.66016 -2.16937
N 20.73374 1.49703 -2.67431
C 19.71203 0.92955 -1.98725
C 18.68259 0.82586 -2.92657
N 19.02632 1.33847 -4.16191
C 20.30148 1.81416 -3.94308
C 18.09245 1.51218 -5.33149
H 23.65411 0.18642 -1.54735
H 22.36075 -0.54577 -2.00694
H 22.22207 0.35982 -0.49435
H 22.83273 1.87983 -2.94441
H 22.23307 2.44347 -1.42345
H 19.83653 0.76409 -0.92729
H 17.66630 0.47491 -2.82462
H 20.83512 2.40207 -4.67518
H 18.67707 1.62831 -6.24408
H 17.46360 2.40147 -5.37412
H 17.48412 0.67332 -5.66965
C 24.86024 -8.00948 4.28180
C 25.32829 -8.41271 5.65407
N 26.56742 -7.79148 5.96783
C 27.71782 -7.77001 5.19263
C 28.67035 -7.12073 5.93996
N 28.17313 -6.70837 7.19963
C 26.87238 -7.15486 7.16271
C 28.72250 -5.93064 8.26881
H 25.41713 -7.17373 3.85814
H 23.82362 -7.69688 4.40750
H 24.94846 -8.78149 3.51739
H 25.33294 -9.45936 5.95841
H 24.62588 -8.00378 6.38035
H 27.78391 -8.21818 4.21224
H 29.66789 -6.74309 5.77054
H 26.04846 -6.91868 7.81981
H 29.79012 -6.06028 8.09135
H 28.38287 -5.95207 9.30432
H 28.59203 -4.89507 7.95467
C 19.48285 -9.95557 -0.89624
C 20.58939 -10.50621 -0.07525
N 20.62805 -11.90478 -0.03100
C 21.54600 -12.72019 -0.67589
C 21.20479 -13.97202 -0.30556
N 20.14000 -13.94536 0.62670
C 19.65962 -12.64863 0.53836
C 19.60294 -15.04326 1.50119
H 18.48231 -10.26654 -0.59571
H 19.69372 -10.23279 -1.92909
H 19.53790 -8.87519 -0.76264
H 20.49331 -10.19247 0.96418
H 21.52734 -10.19191 -0.53303
H 22.29984 -12.45215 -1.40134
H 21.65592 -14.91226 -0.58634
H 18.87295 -12.14491 1.08042
H 19.57130 -15.98648 0.95584
H 18.70684 -14.66915 1.99633
H 20.36853 -15.29375 2.23550
C 23.89461 0.28365 6.08944
C 23.30938 -0.57518 4.94320
C 24.46272 -0.63174 3.82427
N 24.27228 -1.91359 2.95195
C 22.85703 -2.06450 2.37538
C 25.29087 -1.72424 1.80592
C 26.54292 -2.45412 2.25024
C 25.93809 -3.65121 2.94796
C 24.69934 -3.13860 3.78928
H 24.16952 1.21311 5.59080
H 24.78146 -0.25968 6.41563
H 23.19155 0.43817 6.90792
H 22.43670 -0.00634 4.62235
H 23.28926 -1.58941 5.34197
H 25.45745 -0.84134 4.21754
H 24.30345 0.17030 3.10353
H 21.99442 -2.07958 3.04156
H 22.78039 -2.99318 1.80988
H 22.64403 -1.25732 1.67453
H 24.88523 -2.11578 0.87304
H 25.58886 -0.68646 1.65652
H 27.27466 -2.68977 1.47750
H 27.02291 -1.80331 2.98109
H 25.70194 -4.38590 2.17819
H 26.65376 -4.15299 3.59922
H 23.89696 -3.86190 3.93461
H 25.08460 -2.81274 4.75546
C 21.22780 -10.19488 4.08711
C 19.99662 -9.47982 4.58014
C 19.54565 -8.23567 3.69492
N 18.36486 -7.34998 4.21907
C 17.05614 -8.14033 4.28913
C 18.19054 -6.07574 3.29372
C 18.97401 -4.90523 3.96117
C 19.51991 -5.40242 5.24688
C 18.71675 -6.65437 5.56314
H 20.98269 -11.00417 3.39932
H 21.73647 -10.67938 4.92054
H 21.94510 -9.55817 3.56924
H 20.21809 -9.14989 5.59513
H 19.13685 -10.13857 4.70232
H 19.03212 -8.60530 2.80735
H 20.35741 -7.51791 3.57679
H 16.86401 -8.53464 3.29129
H 16.31778 -7.35336 4.44279
H 17.06449 -8.80693 5.15150
H 17.13725 -5.88739 3.08584
H 18.68086 -6.36186 2.36322
H 18.19449 -4.15748 4.10707
H 19.75018 -4.48877 3.31913
H 19.25401 -4.72968 6.06225
H 20.58906 -5.60207 5.31857
H 17.78560 -6.42204 6.07995
H 19.37195 -7.40014 6.01330
C 28.87268 -8.46837 -4.43373
C 28.57828 -9.20135 -3.16127
C 27.16680 -8.79851 -2.52044
N 26.99212 -9.28941 -1.09947
C 27.09664 -10.86875 -1.02547
C 28.00061 -8.69928 -0.10586
C 27.26740 -8.47161 1.22900
C 25.82503 -8.65270 1.01984
C 25.63786 -8.81931 -0.48532
H 28.11372 -8.58105 -5.20792
H 29.85688 -8.76827 -4.79363
H 29.01068 -7.39034 -4.35080
H 29.36310 -8.96395 -2.44309
H 28.70742 -10.25126 -3.42418
H 26.26681 -9.26250 -2.92395
H 27.00215 -7.72317 -2.58868
H 26.74591 -11.22817 -0.05805
H 28.06162 -11.30583 -1.28214
H 26.42540 -11.23814 -1.80077
H 28.89102 -9.32447 -0.03942
H 28.44737 -7.76141 -0.43591
H 27.66825 -9.29840 1.81537
H 27.69249 -7.58104 1.69191
H 25.34259 -9.53444 1.44161
H 25.15190 -7.84057 1.29451
H 24.95829 -9.63864 -0.71981
H 25.37760 -7.88803 -0.98840
C 20.67442 -4.88589 -8.45937
C 21.04464 -5.77457 -7.30549
C 22.53940 -6.20061 -7.38354
N 23.05262 -7.15526 -6.36503
C 22.46237 -8.64504 -6.56170
C 22.76324 -6.68908 -4.83809
C 23.68724 -7.47116 -3.97138
C 25.00354 -7.33939 -4.80580
C 24.63309 -7.29925 -6.31493
H 20.73845 -3.81828 -8.24908
H 19.62945 -5.08645 -8.69585
H 21.24284 -4.97400 -9.38523
H 20.38642 -6.61349 -7.07950
H 20.85300 -5.20983 -6.39311
H 23.18542 -5.32774 -7.47773
H 22.72751 -6.78823 -8.28210
H 22.27783 -8.86259 -7.61371
H 21.45913 -8.64454 -6.13557
H 23.11440 -9.44821 -6.21840
H 21.68198 -6.81690 -4.88943
H 22.82261 -5.60162 -4.79328
H 23.46639 -8.53807 -3.93953
H 23.59335 -7.03566 -2.97657
H 25.76948 -8.05838 -4.51516
H 25.38112 -6.36742 -4.48827
H 25.08294 -8.09243 -6.91210
H 25.09496 -6.43262 -6.78792
C 17.72120 -3.10415 -5.75109
C 17.51484 -3.55645 -4.29650
C 18.69763 -3.12335 -3.34197
N 18.49431 -3.38566 -1.84667
C 18.57810 -4.87636 -1.52033
C 17.36125 -2.51045 -1.22538
C 17.77875 -2.35410 0.21982
C 19.34450 -2.28887 0.28373
C 19.67840 -2.61986 -1.21701
H 16.76140 -2.95430 -6.24547
H 18.36704 -3.71702 -6.37990
H 18.16241 -2.11010 -5.82379
H 17.43193 -4.63176 -4.45442
H 16.57077 -3.16033 -3.92247
H 18.80282 -2.03988 -3.39789
H 19.67482 -3.59199 -3.45853
H 19.60508 -5.20807 -1.67333
H 17.85018 -5.46699 -2.07655
H 18.17008 -4.89384 -0.50973
H 16.43945 -3.09174 -1.24751
H 17.27950 -1.58982 -1.80320
H 17.48123 -3.25795 0.75144
H 17.29851 -1.46501 0.62845
H 19.68583 -3.06344 0.97049
H 19.68797 -1.30318 0.59765
H 20.63673 -3.05423 -1.50167
H 19.76547 -1.65233 -1.71138
P 22.27602 -6.08823 1.13387
F 22.38487 -7.05650 2.40256
F 21.76138 -4.96617 2.23756
F 23.82522 -5.49319 1.33434
F 21.95516 -4.99477 0.03425
F 22.92278 -7.21249 0.11476
F 20.84054 -6.74054 0.87189
P 23.07379 -5.85622 8.05420
F 22.36928 -4.49932 7.38421
F 21.63187 -6.29986 8.73846
F 22.66848 -6.68617 6.63013
F 23.67355 -7.26130 8.65146
F 24.42667 -5.43130 7.32433
F 23.41685 -5.02303 9.44434
P 27.88583 -4.55769 -1.92290
F 26.92076 -5.66417 -1.23883
F 26.78783 -3.34387 -1.72974
F 28.55760 -4.10690 -0.47611
F 28.87694 -3.43574 -2.62187
F 29.08730 -5.71592 -2.14106
F 27.33249 -4.91091 -3.45812
*
```

Löwdin atomic charge list, values in e, 8 entries:
1. C -0.086
2. C -0.148
3. N -0.037
4. C -0.013
5. C -0.034
6. N -0.033
7. C 0.064
8. C 0.038

The following is a quantum chemistry calculation of a cluster of 5 separate species, C58H126F6N2O4P3S2 in total at a distorted geometry, from the OMol25 dataset.

```
! wB97M-V def2-TZVPD RIJCOSX def2/J DEFGRID3
* xyz 3 1
C -2.90914 1.96397 -7.33481
C -2.07313 0.75613 -6.84356
C -2.13418 -0.37616 -7.88032
N -1.20851 -1.60452 -7.61443
C 0.17655 -1.21766 -7.87710
C -1.22466 -2.18417 -6.17835
C -2.43279 -3.02915 -6.16726
C -2.51326 -3.67599 -7.57152
C -1.68074 -2.72046 -8.45459
H -2.46231 2.34026 -8.24240
H -2.78501 2.73675 -6.54639
H -3.97443 1.73424 -7.53280
H -2.46082 0.36120 -5.91718
H -1.07032 1.11184 -6.67898
H -1.81874 -0.04350 -8.84015
H -3.13394 -0.79796 -7.90074
H 0.42193 -1.16210 -8.96881
H 0.85181 -1.97888 -7.47323
H 0.39374 -0.29097 -7.33270
H -0.40198 -2.91109 -6.22506
H -0.99932 -1.44864 -5.42853
H -2.38373 -3.82834 -5.36281
H -3.34901 -2.42414 -6.12059
H -2.12769 -4.67088 -7.63600
H -3.56528 -3.65740 -7.93135
H -0.86284 -3.20470 -8.88188
H -2.22532 -2.33204 -9.28953
C -5.48538 -1.24376 5.72883
C -4.84783 -0.21533 6.66174
C -4.07761 0.81545 5.87663
C -3.49285 1.96921 6.72589
P -2.58093 3.36369 5.77438
C -1.84149 2.83205 4.20053
C -1.18765 3.89330 3.32800
C -0.66613 3.31769 2.01777
C -1.71126 2.87950 0.98715
C -3.94602 4.59220 5.40991
C -4.89506 4.18793 4.20684
C -5.80994 5.40305 3.82382
C -7.20289 5.07415 3.36063
C -1.39560 4.18125 7.00441
C -1.08933 5.69328 6.70148
C -0.52410 6.28334 8.00048
C -1.46106 6.25736 9.21372
H -5.95214 -1.99199 6.39059
H -4.62883 -1.63953 5.14628
H -6.21915 -0.85485 5.08163
H -4.21835 -0.65747 7.42415
H -5.62477 0.36355 7.19396
H -4.67762 1.27934 5.02390
H -3.26061 0.29467 5.43880
H -2.75238 1.57616 7.43419
H -4.28996 2.46957 7.30232
H -2.65964 2.36087 3.60027
H -1.14965 1.99096 4.38110
H -0.34526 4.36920 3.89176
H -1.88094 4.72109 3.15235
H -0.07103 2.47464 2.20925
H 0.03817 4.08342 1.65189
H -1.44340 1.82828 0.63776
H -1.65146 3.64350 0.23579
H -2.71394 2.96287 1.42095
H -3.40105 5.51256 5.19963
H -4.46587 4.69716 6.34828
H -5.52741 3.32265 4.51076
H -4.38794 3.82885 3.36655
H -5.33110 6.01462 3.04405
H -5.86457 6.14510 4.57796
H -7.18858 4.31852 2.52002
H -7.64557 6.03075 2.95167
H -7.84520 4.64186 4.13854
H -0.46586 3.62125 7.17944
H -2.01840 4.15264 7.90715
H -1.90607 6.20413 6.22242
H -0.23783 5.70252 6.00838
H -0.14040 7.32467 7.84888
H 0.38826 5.69220 8.21288
H -0.96127 6.94091 9.85755
H -1.72629 5.28765 9.56727
H -2.40037 6.81279 8.99787
C 10.13167 2.81460 -2.20395
C 8.80524 3.53774 -2.02614
C 7.57381 2.63993 -2.13491
C 6.28703 3.45537 -2.17538
P 4.88576 2.38308 -2.53635
C 5.24207 1.26757 -3.90272
C 5.75388 1.98674 -5.20155
C 5.78323 1.00944 -6.38246
C 6.30672 1.81763 -7.62849
C 3.38538 3.45492 -2.92803
C 2.32328 2.60668 -3.67538
C 1.12568 3.50133 -4.06457
C 0.15249 2.80469 -4.97342
C 4.75066 1.27623 -1.11714
C 4.45838 2.03002 0.20843
C 4.35895 1.29530 1.55278
C 3.14385 0.39710 1.60999
H 10.21975 2.05929 -1.40604
H 11.04054 3.45461 -2.16259
H 10.22403 2.27321 -3.11830
H 8.73252 4.35985 -2.76162
H 8.82746 4.04244 -1.07377
H 7.42530 2.04247 -1.28092
H 7.60079 2.08760 -3.06727
H 6.42731 4.20622 -2.95134
H 6.12071 3.99381 -1.25021
H 4.31109 0.67444 -4.06532
H 6.07396 0.67720 -3.53937
H 6.75409 2.40057 -4.99493
H 5.10129 2.88534 -5.33321
H 4.71937 0.67508 -6.55473
H 6.45004 0.18701 -6.24771
H 6.84717 1.15539 -8.31436
H 7.03629 2.56771 -7.31983
H 5.50110 2.32981 -8.15208
H 3.66424 4.30287 -3.52742
H 3.07538 3.76858 -1.85579
H 1.97076 1.78119 -3.10346
H 2.71007 2.17439 -4.59786
H 1.41110 4.47497 -4.56750
H 0.57070 3.87354 -3.18292
H 0.24336 1.71928 -4.92129
H 0.19677 3.06849 -6.00341
H -0.88035 2.96832 -4.69856
H 5.66336 0.75133 -1.28583
H 3.97065 0.56279 -1.29444
H 3.52598 2.53655 0.01473
H 5.28039 2.73132 0.35194
H 4.27994 2.09129 2.28703
H 5.31127 0.78312 1.69175
H 3.23627 -0.33901 0.83183
H 2.26412 1.02423 1.41505
H 2.96506 -0.05267 2.59823
C 2.77796 -7.27199 1.12250
C 2.85421 -6.04116 1.97955
C 1.69773 -4.99248 1.79454
C 0.46379 -5.66265 2.46863
P -1.09272 -4.91292 2.19715
C -0.88577 -3.11151 2.28062
C -2.18799 -2.34249 2.14947
C -1.93521 -0.85652 2.07383
C -3.27544 -0.09232 1.92821
C -2.23237 -5.46435 3.41864
C -2.02095 -4.93164 4.84304
C -3.03978 -5.50867 5.80567
C -2.57714 -5.51651 7.25122
C -1.91633 -5.46029 0.66357
C -0.91159 -5.46230 -0.50336
C -1.60757 -5.79867 -1.84607
C -0.63743 -5.72678 -3.05952
H 3.01806 -7.08318 0.05604
H 1.77354 -7.75160 1.21038
H 3.49860 -8.07505 1.42755
H 3.81724 -5.58121 2.04772
H 2.76340 -6.43333 2.97855
H 1.55623 -4.91694 0.73518
H 2.05839 -4.01718 2.24336
H 0.68325 -5.74373 3.51506
H 0.41427 -6.69882 2.06604
H -0.27218 -2.88075 1.48859
H -0.30226 -2.94632 3.23379
H -2.90816 -2.57192 2.98919
H -2.53866 -2.74172 1.18851
H -1.34118 -0.73238 1.16232
H -1.42262 -0.58475 2.96918
H -3.13906 0.95290 1.62117
H -3.90238 -0.14192 2.81685
H -3.89408 -0.47955 1.11085
H -2.28076 -6.56640 3.31226
H -3.17824 -5.11553 3.03669
H -1.97612 -3.84768 4.82010
H -1.07260 -5.31444 5.14235
H -3.17240 -6.54698 5.48692
H -4.04208 -5.09348 5.75613
H -1.46516 -5.54343 7.45088
H -3.07232 -6.32320 7.76422
H -2.96162 -4.61585 7.75822
H -2.78076 -4.79321 0.38262
H -2.36577 -6.45449 0.83239
H -0.17834 -6.25781 -0.34593
H -0.27395 -4.60379 -0.74835
H -2.40209 -5.09897 -2.03754
H -2.00406 -6.76991 -1.85371
H 0.23988 -6.38035 -2.79003
H -0.36152 -4.70724 -3.17650
H -1.05788 -6.10781 -4.00011
C -2.26439 -1.77868 -2.15986
F -1.95089 -2.38235 -1.08212
F -2.10647 -2.74327 -3.12892
F -3.51432 -1.32521 -2.08336
S -1.14736 -0.37799 -2.43680
O -1.35037 0.06033 -3.77275
O -1.46874 0.44071 -1.31706
N 0.26835 -1.16571 -2.57218
S 1.33895 -1.38389 -1.46824
O 1.99147 -0.18408 -1.04743
O 0.91870 -2.30296 -0.45180
C 2.66400 -2.33130 -2.47395
F 2.91065 -1.80655 -3.70262
F 3.85143 -2.22058 -1.74452
F 2.38375 -3.60336 -2.62355
*
```

Löwdin atomic charge list, values in e, 8 entries:
1. C -0.065
2. C -0.223
3. C -0.074
4. N -0.258
5. C -0.003
6. C -0.096
7. C -0.161
8. C -0.102

Sequential Kohn-Sham gap output: 8.536, 10.495 eV